Entry 1:
This record from the Open Molecules 2025 dataset describes 2 unconnected molecules or ions with the total composition C4H10N2O2 in a non-equilibrium geometry. The level of theory is the ωB97M-V functional and the def2-TZVPD basis.

Summary:
Max |F|, eV/Å: 2.4
E, hartree: -418.3160
LUMO level, eV: 0.7
HOMO-LUMO gap, eV: 9.10
SMILES: CC(N)(O)O.C=C=N

Geometry as ORCA input:
```
! wB97M-V def2-TZVPD RIJCOSX def2/J DEFGRID3
* xyz 0 1
C 0.568 -1.827 -0.550
C 0.253 -0.884 0.592
N 0.870 -1.224 1.782
O 0.888 0.571 -0.056
O -1.046 -0.610 0.797
H 0.160 -1.434 -1.475
H 0.107 -2.790 -0.333
H 1.643 -1.946 -0.664
H 1.860 -1.405 1.740
H 0.562 -0.701 2.588
H 1.322 1.064 0.652
H -1.396 -0.082 -0.004
C -1.387 1.172 -1.414
C -0.588 1.947 -0.660
N -0.404 3.043 -0.132
H -0.945 0.543 -2.171
H -2.428 1.449 -1.499
H -0.037 3.117 0.806
*
```


Entry 2:
This record from the Open Molecules 2025 dataset describes 3 unconnected molecules or ions with the total composition C4H10N2O2 in a non-equilibrium geometry. The level of theory is the ωB97M-V functional and the def2-TZVPD basis.

Summary:
Max |F|, eV/Å: 3.0
E, hartree: -418.2950
LUMO level, eV: -0.3
HOMO-LUMO gap, eV: 7.12

Geometry as ORCA input:
```
! wB97M-V def2-TZVPD RIJCOSX def2/J DEFGRID3
* xyz 0 1
C 1.080 0.915 -0.565
C 2.134 0.023 0.013
N 0.554 1.831 0.262
C -0.323 -0.629 -0.972
O -0.866 -0.539 -2.042
H 1.208 1.225 -1.600
H 0.163 1.357 1.149
H -0.133 2.447 -0.156
H 0.117 -1.611 -0.641
H 1.770 -0.404 0.950
H 3.034 0.612 0.210
H 2.401 -0.773 -0.681
N -2.206 -1.367 0.671
C -1.561 -0.135 0.637
O -0.876 0.219 1.643
H -1.772 -2.063 1.261
H -2.609 -1.721 -0.183
H -2.115 0.614 0.044
*
```


Entry 3:
This record from the Open Molecules 2025 dataset describes a single C4H10N2O2 molecule in a non-equilibrium geometry. The level of theory is the ωB97M-V functional and the def2-TZVPD basis.

Summary:
Max |F|, eV/Å: 1.1
E, hartree: -418.4217
LUMO level, eV: 0.7
HOMO-LUMO gap, eV: 10.25
SMILES: NCCCNC(=O)O

Geometry as ORCA input:
```
! wB97M-V def2-TZVPD RIJCOSX def2/J DEFGRID3
* xyz 0 1
N 0.963 1.627 -1.705
C 0.879 0.180 -1.433
C -0.480 -0.331 -0.928
C -0.956 0.379 0.330
N -0.030 0.256 1.451
C 0.057 -0.822 2.265
O 0.831 -0.956 3.174
O -0.902 -1.788 1.973
H 0.301 2.136 -1.136
H 0.766 1.786 -2.683
H 1.201 -0.314 -2.346
H 1.597 -0.111 -0.655
H -0.398 -1.409 -0.766
H -1.229 -0.224 -1.728
H -1.110 1.436 0.162
H -1.882 -0.082 0.647
H 0.789 0.842 1.461
H -0.396 -2.607 1.918
*
```


Entry 4:
This record from the Open Molecules 2025 dataset describes a single C4H10N2O2 molecule. The level of theory is the ωB97M-V functional and the def2-TZVPD basis.

Summary:
Max |F|, eV/Å: 0.6
E, hartree: -418.3681
LUMO level, eV: 0.9
HOMO-LUMO gap, eV: 10.06
SMILES: C[C@H](CNO)C(N)=O

Geometry as ORCA input:
```
! wB97M-V def2-TZVPD RIJCOSX def2/J DEFGRID3
* xyz 0 1
C -0.167 -1.561 -0.321
C 0.263 -0.098 -0.282
C -0.214 0.606 1.019
N 0.844 1.043 1.904
O 1.652 -0.068 2.310
C -0.176 0.749 -1.468
N -1.210 0.279 -2.201
O 0.348 1.814 -1.717
H 0.318 -2.093 0.495
H 0.136 -2.031 -1.255
H -1.244 -1.668 -0.196
H 1.359 -0.065 -0.281
H -0.782 1.508 0.781
H -0.857 -0.069 1.590
H 1.479 1.657 1.397
H 1.421 -0.223 3.235
H -1.525 0.826 -2.985
H -1.644 -0.607 -2.023
*
```


Look up the LUMO level of the third one.
0.7 eV